Entry from the OMol25 dataset: a molecular structure, C6H12O (ωB97M-V/def2-TZVPD).

HOMO-LUMO gap in eV: 9.6229
E_LUMO in eV: 1.065
DFT total energy in eV: -8461.323

Geometry (Å):
C: 3.02111 0.29047 0.21904
C: 1.57044 -0.17102 0.30443
C: 0.60936 0.85262 -0.31327
C: -0.82790 0.47379 -0.28109
C: -1.64559 -0.65765 -0.85763
O: -2.84685 0.02409 -0.38295
C: -1.99390 0.99717 0.10596
H: 3.32047 0.45679 -0.82201
H: 3.16073 1.23573 0.75517
H: 3.71347 -0.44200 0.64723
H: 1.30059 -0.35558 1.35113
H: 1.46407 -1.13597 -0.20714
H: 0.91508 1.02377 -1.35668
H: 0.73602 1.82136 0.18683
H: -3.34289 -2.29560 1.28441
H: -1.56483 -1.64146 -0.38608
H: -1.66091 -0.74383 -1.94742
H: -2.39042 1.86700 0.61906
H: -3.53806 -1.59967 1.08101